Record 1
{
  "formula": "C2H3NOS",
  "method": "wB97M-V/def2-TZVPD",
  "homo_ev": [-8.6, -8.6],
  "total_energy_ev": -16489.305,
  "symbols": ["C", "C", "N", "O", "S", "H", "H", "H"],
  "coordinates": [[-0.440, -1.233, -0.062], [-0.284, 0.088, 0.228], [0.709, 0.820, -0.194], [1.537, 0.554, -1.012], [0.449, 2.844, 0.737], [-1.302, -1.839, -0.044], [0.428, -1.726, -0.331], [-1.097, 0.492, 0.676]],
  "forces_ev_per_a": [[1.2, 1.9, 0.2], [-2.9, -6.0, -0.8], [2.8, 6.7, 0.7], [-0.4, -0.7, 0.4], [0.6, -3.0, -1.4], [-1.1, -0.1, 0.7], [1.6, -1.1, -1.1], [-1.8, 2.3, 1.3]]
}

---

Record 2
{
  "formula": "C2H3NOS",
  "method": "wB97M-V/def2-TZVPD",
  "homo_ev": -8.7,
  "total_energy_ev": -16493.839,
  "smiles": "O=CNC=S",
  "symbols": ["C", "C", "H", "H", "H", "N", "O", "S"],
  "coordinates": [[1.131, 0.198, 0.017], [-0.980, -0.427, 0.009], [1.873, 0.967, 0.415], [-0.389, 1.463, 0.022], [-0.334, -1.392, -0.084], [-0.200, 0.506, -0.254], [1.463, -1.000, -0.090], [-2.565, -0.316, -0.035]],
  "forces_ev_per_a": [[2.4, -3.6, -0.1], [-3.4, -7.1, -0.9], [-1.2, -0.5, -0.8], [-0.8, 0.1, -0.5], [-1.9, 1.1, 0.8], [6.1, 6.8, 0.7], [0.6, 3.4, 0.3], [-1.8, -0.1, 0.6]]
}

---

Record 3
{
  "formula": "C2H3NOS",
  "method": "wB97M-V/def2-TZVPD",
  "homo_ev": [-9.0, -9.0],
  "total_energy_ev": -16491.913,
  "symbols": ["C", "C", "N", "O", "S", "H", "H", "H"],
  "coordinates": [[-0.814, -1.021, -0.106], [-0.436, 0.325, 0.333], [-1.042, -2.032, -0.633], [-0.825, 1.385, -0.362], [2.222, -0.064, -0.247], [-0.409, 0.602, 1.355], [-1.326, 1.119, -1.246], [2.629, -0.313, 0.907]],
  "forces_ev_per_a": [[0.3, -0.2, -0.7], [1.4, -0.8, -1.2], [0.0, 1.3, 0.9], [-1.9, -0.9, -2.9], [-3.1, 1.0, -2.4], [0.6, -0.4, 0.9], [1.8, 0.7, 2.5], [0.9, -0.6, 3.0]]
}

---

The evaluated relative energy (zero: lowest compared OMol25 entry of this formula, charge and spin) for the records listed, in turn: 568.6 131.2 317.0 kJ/mol.